Below is a cluster of 2 separate species, C5H14OS in total at a distorted geometry, with properties calculated with ωB97M-V/def2-TZVPD.

Values from the calculation:
HOMO in eV: -8.4
E_LUMO in eV: 0.78
ΔE to the lowest compared entry with this formula, charge and spin in kcal/mol: 11.2
Kohn-Sham gap in eV: 9.2
Energy in Ha: -672.30182

Geometry (Å):
1 C -1.1194 -0.7791 -1.1556
2 C -1.0763 -1.1668 0.3218
3 C -1.1368 0.0706 1.2594
4 C -0.7942 1.4374 0.7345
5 S 1.0550 1.7342 0.5438
6 C 1.8489 0.6427 1.7323
7 H -2.1092 -0.4581 -1.4176
8 H -0.4434 0.0090 -1.4476
9 H -0.8172 -1.6174 -1.7870
10 H -0.1876 -1.7401 0.5692
11 H -2.0028 -1.6923 0.5163
12 H -0.5937 -0.0637 2.1979
13 H -2.1525 0.1021 1.6593
14 H -1.0141 1.6940 -0.2998
15 H -1.1266 2.2187 1.4006
16 H 1.5434 -0.3986 1.6035
17 H 1.6522 0.9001 2.7735
18 H 2.9174 0.6783 1.5325
19 H 1.4628 -0.4502 -2.9190
20 H 1.8837 -0.4141 -4.3433
21 O 2.2103 -0.7068 -3.4746

Cartesian forces (eV/Å) of the 2 atoms listed first:
C 0.574 -0.684 -0.098
C 0.252 1.471 -0.016